--- a ---
9
Properties=species:S:1:pos:R:3:lowdin_charge:R:1 method="wB97M-V/def2-TZVPD" lumo_energy_ev=-1.87 homo_ev=-9.0 smiles="N=C=C=CC=S" total_charge=0 orbital_gap_ha=0.2620
H -1.440 -2.100 -2.744 0.02
N -1.144 -1.992 -1.840 0.17
C -0.246 -0.220 -0.385 0.01
C -0.700 -0.966 -1.296 -0.17
H 1.426 1.942 1.695 0.10
S 0.601 -0.120 2.826 0.70
C 0.278 0.814 0.297 -0.21
H 0.467 1.680 -0.183 0.05
C 0.758 0.962 1.630 -0.69

***

--- b ---
9
Properties=species:S:1:pos:R:3:lowdin_charge:R:1 method="wB97M-V/def2-TZVPD" lumo_energy_ev="-1.60 / -1.74" homo_ev="-8.5 / -8.5" smiles=CC#CC#S#N total_charge=0 orbital_gap_ha="0.2533 / 0.2493"
C 0.075 -0.139 0.074 -0.06
S -4.405 0.359 0.078 0.79
H 0.550 -0.083 1.023 0.08
C -2.344 -1.243 -0.044 -0.23
H 0.686 -0.670 -0.555 0.06
N -3.158 1.165 -0.039 -0.41
H 0.197 0.876 -0.171 0.07
C -3.677 -1.283 -0.107 -0.28
C -1.327 -0.551 0.012 -0.03

***

Stability verdict: a, ahead by 0.1507 hartree

***

--- a ---
8
Properties=species:S:1:pos:R:3:lowdin_charge:R:1 method="wB97M-V/def2-TZVPD" lumo_energy_ev=0.24 homo_ev=-10.5 total_charge=0 orbital_gap_ha=0.3941
C -0.172 0.021 -0.626 -0.30
H -0.087 0.427 -1.638 0.09
F -2.489 0.535 -1.092 0.11
H -0.422 0.252 1.799 -0.01
P -0.286 1.376 0.760 0.94
H 0.287 -0.899 -0.386 0.07
F -2.092 -0.845 1.005 -0.30
C -1.525 0.358 -0.237 -0.59

***

--- b ---
8
Properties=species:S:1:pos:R:3:lowdin_charge:R:1 method="wB97M-V/def2-TZVPD" lumo_energy_ev="-1.21 / -1.22" homo_ev="-9.7 / -9.7" total_charge=0 orbital_gap_ha="0.3109 / 0.3110"
F -0.958 -1.683 0.905 0.05
C 0.860 -0.151 0.075 -0.34
F -1.128 0.423 1.132 0.01
H -0.871 1.989 -1.740 0.04
H 1.107 0.876 0.457 0.10
C -0.514 -0.522 0.370 -0.87
H 1.775 -0.767 0.222 0.09
P -0.270 -0.166 -1.421 0.92

***

Stability verdict: a, ahead by 0.0324 hartree